# 1
118
Properties=species:S:1:pos:R:3:mulliken_charge:R:1 method="wB97M-V/def2-TZVPD" total_charge=-1 orbital_gap_ev=7.505 lumo_ev=1.74
C 4.000 -1.911 5.432 -0.284
H 3.067 -1.321 5.533 -0.065
C 1.871 5.455 0.052 -0.669
H 1.001 -2.165 0.641 0.327
H -0.012 0.884 3.355 0.124
H -0.600 -1.722 0.951 0.546
H 0.963 4.589 3.463 0.004
H 4.829 -1.452 5.851 0.529
H -3.189 -4.359 2.528 0.503
H -3.386 -1.719 -4.865 0.143
H -1.231 3.301 -3.554 0.168
H 1.639 0.135 0.605 -0.022
H 3.345 -3.170 7.120 0.488
C 0.789 1.450 5.208 -1.167
H -1.095 6.869 -0.305 0.259
O 0.034 -0.892 -1.546 -0.550
O -0.059 3.643 6.378 -0.730
C 3.094 -2.247 -2.742 -0.132
I -2.415 1.816 1.178 -0.714
H 5.111 -2.431 3.882 0.444
S 2.934 -3.583 3.921 1.169
H -4.896 -0.562 2.484 0.220
C 3.878 -3.212 6.207 -1.029
H 2.335 -3.498 -4.382 -0.003
C 0.622 6.790 -1.714 -0.414
S 5.077 -3.724 -2.761 1.204
H 4.701 -3.555 6.607 0.445
H -3.683 -5.473 -3.845 0.481
C 0.431 -0.025 -0.864 0.286
H 2.235 -1.941 -2.313 0.091
H 2.549 6.147 0.571 0.431
O -0.523 -4.297 -4.370 -0.647
H 0.918 1.211 -2.449 0.553
S 0.916 3.141 5.437 1.170
C 3.152 -2.688 -4.176 -0.746
H 3.666 -1.272 -2.737 0.275
C -2.294 -2.638 -3.347 -0.259
H 4.123 -5.146 5.145 0.327
H 0.432 -1.559 2.256 0.258
O 3.072 0.681 1.107 -1.013
H 4.452 -4.337 -4.899 0.408
O -4.157 3.595 -6.131 -0.713
H -2.595 5.463 -4.679 0.553
S -4.329 3.727 -4.698 1.104
N 0.686 -0.187 0.645 1.102
H 2.479 -4.889 5.564 0.390
H -3.851 3.200 -1.823 0.216
H 3.778 -1.280 3.384 0.002
H 2.299 2.868 3.104 0.227
S -1.688 -4.281 -3.562 1.265
C 0.119 6.921 -0.310 -0.860
H 1.107 2.473 2.034 -0.105
H -2.287 2.091 -2.276 -0.335
H -2.922 -5.621 -5.326 0.307
C -3.008 2.809 -2.710 0.111
H 2.202 4.391 0.186 0.202
C 0.488 3.546 3.776 -0.759
C -3.954 -3.721 2.711 -0.316
C 3.387 -4.367 5.345 -0.647
H 1.326 2.051 -0.837 0.262
H -0.429 3.575 3.420 0.628
H 0.715 6.067 1.655 0.064
H -4.641 -4.080 -5.500 0.349
O 1.666 -3.051 4.002 -0.590
O 2.324 3.352 5.704 -0.662
H 0.183 0.593 1.030 -0.402
C 0.964 1.154 3.665 -0.505
C -5.128 -1.646 2.735 -0.114
H -2.592 -2.322 -2.338 0.241
C -6.328 -2.171 3.033 -0.725
O -5.536 4.295 -4.208 -0.685
O 6.223 -2.903 -2.594 -0.683
H 0.043 4.769 0.188 0.006
C -3.868 2.291 -3.952 -0.833
C 3.665 -3.160 -1.872 -0.941
H -7.216 -4.129 3.481 0.242
H 0.942 7.798 -2.103 0.348
C -3.607 -3.746 -5.093 -0.741
C -3.031 -4.931 -4.408 -0.781
C -3.927 -2.411 2.577 -0.850
O 3.273 5.904 -2.236 -0.747
H -4.491 -2.503 -3.508 0.233
O 3.429 -4.453 2.837 -0.759
H -3.250 2.036 -4.581 0.612
C 0.630 5.662 0.490 0.248
H 3.542 1.252 1.577 0.082
C 0.628 1.422 -1.434 -0.019
O 5.150 -5.142 -2.510 -0.705
H -3.150 -1.929 2.336 0.868
C 4.122 -2.186 4.060 -0.426
H 1.404 1.099 5.851 0.641
O -1.724 -4.950 -2.271 -0.742
O 1.403 4.252 -2.235 -0.496
C -2.200 3.914 -3.233 0.179
H 3.994 -2.708 -0.955 0.448
C 0.352 -1.534 1.190 -1.050
H -0.283 1.766 -1.641 -0.550
H -1.605 -1.928 -3.626 0.220
H -1.716 4.694 -2.627 -0.313
S 1.919 5.482 -1.731 0.992
H -0.191 0.982 5.429 0.426
H -7.146 -1.516 3.038 0.442
H 0.065 6.333 -2.466 0.146
H 3.009 -1.851 -4.657 0.618
H 1.594 0.455 3.422 0.484
H -3.026 -3.670 -6.045 0.282
C -2.998 4.680 -4.056 -0.897
C -3.472 -2.556 -4.164 -0.348
H 2.914 -3.842 -1.798 0.507
C -6.249 -3.612 3.202 -0.078
H -4.644 1.495 -3.671 0.352
C 1.218 2.535 3.097 0.255
C 4.470 -3.359 -4.384 -0.643
H -3.424 5.350 -3.248 0.347
H 5.212 -2.687 -4.785 0.319
H 0.199 7.825 0.193 0.501
C -5.133 -4.393 3.007 0.095
F -5.184 -5.668 3.268 -0.303

# 2
16
Properties=species:S:1:pos:R:3:mulliken_charge:R:1 method="wB97M-V/def2-TZVPD" total_charge=-1 orbital_gap_ev=6.620 lumo_ev=4.28
C 0.368 -1.680 0.087 -0.699
O -2.957 -0.156 0.027 -0.457
H 2.170 -0.452 0.257 0.345
H 0.903 -0.124 1.542 0.247
H -1.752 -2.288 -0.596 0.359
C 1.110 -0.356 0.479 -0.544
H 1.329 1.569 0.488 0.222
C -0.716 1.415 -0.359 0.090
H -2.940 0.609 -0.545 0.291
H 0.908 -2.536 -0.283 0.314
H 1.140 1.166 -1.152 0.376
N -1.542 -0.447 0.488 -0.472
O -1.181 2.276 0.345 -0.596
C 0.729 0.948 -0.200 -0.739
H -1.141 1.109 -1.378 0.374
C -1.019 -1.616 -0.057 -0.111

# 3
55
Properties=species:S:1:pos:R:3:lowdin_spin:R:1 method="wB97M-V/def2-TZVPD" total_charge=+2 multiplicity=4 orbital_gap_ev="6.600 / 3.967" lumo_ev="-6.71 / -9.34"
H 4.641 1.924 -1.720 0.000
H 4.921 -4.652 -2.184 0.000
N -1.054 -0.703 -3.026 -0.005
H -1.024 -2.930 3.840 0.000
C 2.442 1.923 3.490 0.002
C -1.773 2.489 -0.139 0.112
Mn 0.104 0.018 -0.180 1.802
C 1.667 1.902 1.251 0.001
C 5.504 0.674 1.247 0.004
C 4.286 -2.567 -1.779 0.001
C -0.670 -1.610 2.178 0.008
H 1.630 2.292 0.243 0.001
C -1.306 -2.685 2.825 -0.002
C 3.981 0.189 -0.625 0.007
S 1.777 -2.916 -2.072 0.001
C 0.980 0.224 2.679 0.001
C 3.240 1.163 -5.131 0.000
N 0.238 -0.912 2.935 0.007
H 1.734 0.300 4.696 0.000
H -2.767 -4.219 2.673 0.000
H 0.343 -1.269 3.870 0.000
H 2.964 3.409 1.995 0.000
C 2.043 1.395 -3.170 0.001
H 5.248 -2.104 -1.611 0.000
C 1.731 0.776 3.725 0.000
C 2.845 0.338 -2.849 0.001
H 1.328 1.840 -2.491 0.001
O 1.637 -0.212 -0.892 0.133
C 2.933 -0.399 -1.533 0.019
C 2.269 1.871 -4.493 0.000
H 3.617 1.299 -6.131 0.000
C -2.624 -3.029 0.871 0.000
Se -2.851 3.955 -0.117 0.800
C 4.709 1.327 -0.821 0.004
N 0.950 0.770 1.473 -0.005
H 6.084 0.618 2.155 0.000
H 6.283 2.436 0.278 0.000
S 4.349 -0.532 0.894 0.002
H -1.289 -0.889 -3.986 0.000
C 2.804 -4.275 -2.262 0.001
C -0.648 -0.501 -1.971 -0.008
S 3.877 -0.080 -4.146 0.001
C 2.409 2.512 2.222 0.001
C -2.274 -3.395 2.175 0.009
N -1.082 1.562 -0.151 0.106
C 4.110 -3.945 -2.099 0.000
H -2.204 -1.694 -0.709 0.000
H 3.025 2.366 4.287 0.000
H 1.741 2.698 -4.941 0.000
H 2.386 -5.244 -2.482 0.000
C -1.954 -1.995 0.294 0.003
C 3.107 -1.888 -1.715 -0.002
H -3.395 -3.547 0.321 0.000
C 5.592 1.606 0.258 0.001
N -0.961 -1.279 0.908 -0.006

# 4
116
Properties=species:S:1:pos:R:3:lowdin_spin:R:1 method="wB97M-V/def2-TZVPD" total_charge=+2 multiplicity=2 orbital_gap_ev="4.976 / 3.999" lumo_ev="-7.87 / -8.92"
C 0.953 2.248 4.013 -0.004
O 2.109 0.537 0.616 -0.013
C 3.715 -1.020 -1.246 -0.060
H -3.826 3.437 4.553 0.000
C -1.763 2.303 2.119 0.001
C 1.714 3.869 -5.116 -0.008
S 0.903 2.776 -0.119 0.021
C -0.450 -6.261 2.748 0.002
C -2.859 -0.755 2.658 0.000
H 4.416 -2.847 0.831 0.001
O 3.054 2.481 1.761 -0.001
H -4.675 -1.688 3.272 0.000
C -0.235 -4.948 2.367 -0.005
H -3.568 -3.183 4.893 0.000
C 0.788 2.872 -4.819 -0.010
C -2.432 2.371 3.342 0.000
N 1.905 0.429 -2.143 -0.043
C -0.166 2.517 -5.779 -0.008
C -0.165 3.117 -7.022 0.002
C -3.332 3.393 3.594 0.001
C -3.605 -1.650 3.402 -0.001
C -2.982 -2.494 4.307 -0.003
C -2.079 1.399 -1.562 0.094
H -0.880 1.740 -5.551 0.001
H -3.362 -0.078 1.982 0.002
S 2.647 1.976 0.505 0.002
H 2.254 -4.117 1.824 0.000
C -1.477 -0.683 2.806 -0.012
H 1.915 3.310 5.590 0.000
H -7.228 0.055 -2.570 0.000
H 5.007 -3.414 -1.496 0.000
H -1.119 -3.075 5.181 0.000
H 0.021 -4.199 3.099 0.000
H 2.004 -0.721 2.743 0.000
C 7.916 -1.708 -1.308 -0.011
C -7.098 1.372 -0.883 -0.002
C 3.192 -0.090 -2.157 0.130
H -1.461 3.825 -3.689 0.000
H -4.247 2.118 0.775 0.000
H 3.720 -0.399 4.477 0.000
C -0.807 -5.528 0.103 -0.004
H -6.657 2.619 0.801 0.000
H 0.210 -1.482 3.872 0.000
C -2.499 -0.767 -0.520 0.117
N -1.165 -1.155 -0.411 -0.045
C 7.413 -0.419 -1.200 0.003
C -1.239 -2.454 0.079 0.087
H -0.963 -8.239 2.107 0.000
C -3.602 4.349 2.627 0.000
C 2.909 -1.727 -0.344 0.095
C -5.229 0.213 -1.842 -0.004
C -4.903 1.671 0.045 -0.004
C 1.880 1.318 -3.214 0.101
H 5.650 0.799 -1.086 0.000
C 0.963 1.116 3.200 -0.013
C 2.953 1.500 5.112 -0.001
H 4.938 0.155 -3.494 0.000
C 3.119 1.305 -3.910 0.053
Ge -0.452 0.793 1.823 -0.031
C 0.776 2.102 -3.563 -0.063
H 8.982 -1.874 -1.322 -0.001
C 7.043 -2.781 -1.404 0.002
C 1.974 0.167 3.379 -0.001
N -0.750 1.118 -1.876 -0.030
C 1.690 4.485 -6.355 0.002
N 1.520 -1.689 -0.341 -0.032
C -3.374 -1.822 -0.130 0.027
C 5.161 -1.280 -1.276 -0.010
C -2.923 4.305 1.420 0.001
C -1.496 2.977 -3.038 0.026
H -2.234 1.613 4.087 0.000
C -2.595 -2.876 0.218 0.053
H 3.751 1.675 5.816 0.000
C -0.859 -1.542 3.714 -0.004
C -2.515 2.577 -2.231 0.058
H -4.443 -1.752 -0.107 0.000
C -1.608 -2.428 4.469 0.000
C -0.993 -6.843 0.484 0.001
H 2.393 5.270 -6.577 0.000
H -2.902 -3.834 0.585 0.001
H -0.892 2.818 -7.761 0.000
C -6.259 1.950 0.055 0.001
C 5.676 -2.575 -1.380 -0.008
C 2.288 -3.319 1.108 0.033
H -8.154 1.594 -0.878 0.000
C -4.382 0.797 -0.903 -0.010
H -1.274 -7.578 -0.255 0.000
H 8.087 0.420 -1.114 0.000
O 3.539 1.999 -0.608 0.009
C 0.764 4.102 -7.314 -0.008
C -2.933 0.489 -0.938 -0.053
H 7.430 -3.784 -1.502 0.000
C -6.580 0.508 -1.836 0.001
H 0.758 4.580 -8.280 0.000
H -0.330 -6.539 3.784 0.000
H 0.161 2.976 3.890 0.000
H -3.097 5.057 0.665 0.000
C 3.934 0.437 -3.251 0.035
C 6.048 -0.200 -1.194 -0.011
H 2.419 4.186 -4.363 0.000
H 3.339 1.890 -4.780 0.001
W 0.602 0.275 -0.423 0.311
C 1.937 2.430 4.967 -0.001
C -0.169 -3.198 0.564 -0.056
H -3.481 3.022 -2.113 0.002
C -2.014 3.288 1.172 0.003
H -1.484 3.276 0.226 0.002
C 3.382 -2.683 0.600 0.056
H -0.954 -5.234 -0.925 0.000
H -4.819 -0.464 -2.577 0.000
C -0.415 -4.572 1.041 -0.008
C 2.953 0.349 4.336 -0.001
C -0.422 2.066 -2.840 0.123
C 1.146 -2.722 0.505 0.121
C -0.816 -7.213 1.809 -0.003
H -4.333 5.122 2.814 0.000